# 1
{"formula": "C3H6N2O2S", "method": "ωB97M-V with the def2-TZVPD basis set", "e_homo_ev": [-8.7746, -8.7750], "gap_ev": [8.10, 8.10], "lumo_energy_ha": [-0.0247, -0.0247], "mol_weight_g_mol": 134.16, "total_energy_ha": -775.97269, "elements": ["C", "C", "C", "N", "N", "O", "O", "S", "H", "H", "H", "H", "H", "H"], "positions_angstrom": [[-0.158, 0.705, -1.265], [1.260, 0.452, -0.822], [-1.381, -0.428, 0.570], [-0.274, 1.555, -2.229], [-1.215, 0.090, -0.745], [-3.408, 2.265, -0.758], [-1.594, 1.982, -2.468], [-2.848, 1.333, -1.688], [1.376, -0.540, -0.393], [1.534, 1.201, -0.077], [1.916, 0.559, -1.682], [-1.826, 0.322, 1.230], [-2.046, -1.293, 0.534], [-0.419, -0.738, 0.986]]}


# 2
{"formula": "C5H8N3O", "method": "ωB97M-V with the def2-TZVPD basis set", "charge": 1, "e_homo_ev": -14.1493, "gap_ev": 11.03, "lumo_energy_ha": -0.1147, "mol_weight_g_mol": 126.14, "total_energy_ha": -434.45520, "elements": ["C", "C", "C", "C", "C", "N", "N", "N", "O", "H", "H", "H", "H", "H", "H", "H", "H"], "positions_angstrom": [[-0.103, 2.047, -0.460], [0.881, 1.199, -0.886], [0.019, 0.361, 0.930], [1.837, -0.964, 0.046], [-1.548, -1.921, -0.247], [-2.291, -1.008, -0.067], [-0.669, 1.455, 0.650], [0.973, 0.214, 0.026], [-2.872, -0.075, 0.339], [-0.768, 2.683, -0.973], [1.788, 1.268, -1.570], [2.861, -0.896, -0.302], [1.828, -1.305, 1.168], [1.344, -1.675, -0.519], [-0.261, -0.341, 1.600], [-1.541, -2.888, -0.743], [-1.478, 1.846, 1.008]]}


# 3
{"formula": "C10H16", "method": "ωB97M-V with the def2-TZVPD basis set", "charge": -1, "e_homo_ev": [1.0123, -3.7351], "gap_ev": [2.81, 7.44], "lumo_energy_ha": [0.1404, 0.1360], "mol_weight_g_mol": 136.24, "spin_multiplicity": 2, "total_energy_ha": -390.55578, "elements": ["C", "C", "C", "H", "H", "H", "H", "H", "H", "H", "H", "C", "C", "C", "C", "C", "C", "C", "H", "H", "H", "H", "H", "H", "H", "H"], "positions_angstrom": [[1.248, 1.416, -2.631], [0.522, 0.021, -2.644], [0.640, 2.442, -1.664], [1.264, 1.707, -3.661], [2.243, 1.167, -2.223], [0.363, -0.456, -1.679], [-0.480, 0.148, -3.095], [0.464, 3.450, -2.092], [1.113, -0.698, -3.206], [1.126, 2.355, -0.673], [-0.349, 2.106, -1.324], [1.014, -2.508, 1.767], [-0.808, 0.842, 2.286], [-1.999, 0.564, 1.573], [0.076, -0.233, 2.427], [-0.037, -1.461, 1.801], [-2.141, -0.624, 0.885], [-1.174, -1.637, 0.986], [-0.618, 1.846, 2.628], [-2.810, 1.288, 1.447], [0.985, 0.104, 2.893], [-3.141, -0.784, 0.475], [1.294, -2.824, 0.743], [0.684, -3.440, 2.264], [-1.411, -2.515, 0.387], [1.932, -2.276, 2.330]]}